[1]
Computed, not measured: a structure of composition C11H9AsF3IrN3O3S5 at a distorted geometry, with ωB97M-V with the def2-TZVPD basis set.

Each line ends with the Mulliken spin population.
Atoms and positions in Å:
1 Ir 0.245583 0.911361 -0.255394  0.79
2 N 0.348288 -2.154926 0.650627  0.03
3 C 0.099078 -1.982436 -0.699043  0.01
4 C -0.254859 -3.132385 -1.488828  0.14
5 C -0.679597 -2.944024 -2.776011  0.31
6 C -0.579232 -1.684497 -3.442288  -0.12
7 C -0.116766 -0.669669 -2.626479  0.33
8 N 0.226490 -0.837353 -1.303846  0.10
9 C 0.901676 -1.277811 1.573958  0.17
10 C 1.189808 -1.650367 2.902009  -0.07
11 C 1.909689 -0.889986 3.781472  0.29
12 C 2.389977 0.347807 3.345737  -0.10
13 C 2.126517 0.693309 2.027019  0.20
14 N 1.269254 -0.030701 1.193108  0.24
15 H 0.166408 -3.137030 0.959482  0.02
16 H -0.102424 -4.059607 -0.966399  0.02
17 H -1.170528 -3.729401 -3.297503  0.05
18 H -0.778803 -1.507088 -4.481597  0.00
19 H 0.048248 0.360456 -2.945491  0.02
20 H 0.670160 -2.570604 3.235632  0.00
21 H 2.076740 -1.264004 4.809326  0.03
22 H 2.976618 0.932091 3.976825  0.00
23 H 2.545472 1.612298 1.605101  0.04
24 S 1.476169 5.579813 -1.263007  0.06
25 As 1.866124 3.757874 -0.246158  -0.05
26 S 0.022295 2.996525 0.806400  0.69
27 S 1.968220 1.649776 -1.373072  0.55
28 S 3.412935 3.946187 1.205109  0.18
29 F -4.483806 2.327838 -1.365136  0.00
30 C -3.701563 1.884879 -0.376835  0.01
31 F -3.375152 2.903018 0.440162  0.00
32 F -4.502606 1.066953 0.354221  0.00
33 S -2.339427 0.788941 -0.915132  0.01
34 O -1.756528 0.305453 0.381527  0.00
35 O -2.923626 -0.168893 -1.836532  0.02
36 O -1.170830 1.626205 -1.588963  0.05

Cartesian forces, eV/Å:
Ir 1.510 0.851 1.357
N -0.359 -1.000 0.247
C -0.195 -3.362 -0.921
C 1.098 1.695 3.492
C -0.725 1.080 -3.154
C 0.632 -0.888 2.670
C 0.673 0.569 -2.080
N 0.081 2.020 0.853
C 0.642 -0.052 1.764
C -2.283 -2.075 -1.584
C 0.252 0.250 1.673
C -1.001 -1.031 -2.284
C 0.054 0.566 1.046
N 1.585 -0.346 -0.250
H 0.317 1.651 -0.226
H -0.391 -0.544 -0.263
H -0.083 -0.763 -0.407
H -0.327 -0.080 -0.139
H -0.090 -0.680 -0.367
H 0.780 0.307 -0.153
H -0.129 0.379 -0.738
H 0.981 1.095 0.658
H -0.199 -0.544 0.163
S -0.032 -1.285 0.151
As 0.884 1.359 -0.141
S 0.560 -0.597 -0.191
S 0.275 1.254 0.374
S -0.717 -0.369 -0.564
F 0.993 0.129 -0.042
C -2.039 0.299 1.290
F 0.375 -0.621 -1.015
F 0.440 0.043 -0.107
S 2.275 -0.436 -2.756
O -1.393 0.469 -1.057
O 0.135 1.495 1.799
O -4.580 -0.840 0.903

Output
HOMO energy (spin up / spin down): -0.0501 / -0.1944 hartree
Lowest unoccupied orbital energy (spin up / spin down): 1.90 / -0.56 eV
Expectation value of S²: 6.046
Total energy: -5445.16231 hartree
Net charge: -1
Spin multiplicity: 5
Kohn-Sham gap (spin up / spin down): 3.3 / 4.7 eV

=====

[2]
Computed, not measured: a cluster of 2 separate species, C24H33F12N2O2S2 in total at a distorted geometry, with ωB97M-V with the def2-TZVPD basis set.

Each line ends with the Löwdin charge.
Atoms and positions in Å:
1 C 3.645925 -5.291720 -0.225354  0.13
2 C 3.902058 -4.667106 -1.190578  -0.15
3 C 4.224872 -3.875810 -2.363921  -0.19
4 C 3.659183 -2.459811 -2.336821  -0.15
5 C 2.124463 -2.488022 -2.233978  -0.12
6 C 1.563189 -1.099809 -2.039377  -0.08
7 C 1.655678 -0.434817 -0.817785  0.05
8 C 2.205917 -1.006066 0.488467  -0.55
9 F 3.268125 -0.302479 0.882280  0.19
10 F 1.238523 -0.877295 1.427788  0.16
11 F 2.559664 -2.286782 0.473298  0.18
12 C 1.166182 0.872585 -0.732932  0.03
13 C 1.232220 1.692642 0.527042  -0.50
14 O 2.213675 2.280686 0.821769  0.23
15 O 0.064056 1.808326 1.209368  0.12
16 C 0.611364 1.521500 -1.825158  -0.12
17 C 0.147198 2.948989 -1.710598  -0.21
18 N 1.045867 3.859295 -2.428212  -0.10
19 C 0.306984 5.074644 -2.808774  -0.11
20 C 0.543655 0.819796 -3.025983  -0.43
21 S -0.155761 1.676717 -4.398490  0.99
22 N 0.978877 -0.467422 -3.104392  0.03
23 C 0.805367 -1.223851 -4.370707  -0.09
24 C -0.251037 -2.337991 -4.283244  -0.03
25 C -1.683262 -1.985062 -4.678883  -0.44
26 F -2.055027 -2.886794 -5.644087  0.12
27 F -1.794716 -0.775591 -5.251854  0.10
28 C -2.764379 -2.211270 -3.578166  -0.43
29 F -2.610603 -3.476970 -3.158398  0.14
30 F -3.967581 -2.092907 -4.142778  0.16
31 S -2.705537 -1.087260 -2.048652  0.77
32 F -4.183643 -0.601790 -2.237837  -0.10
33 F -2.206556 0.116338 -2.941389  -0.16
34 F -1.196010 -1.550378 -1.827524  -0.14
35 F -3.210495 -2.262432 -1.137875  -0.10
36 F -2.546186 -0.173328 -0.782273  -0.10
37 H 3.396383 -5.846450 0.640140  0.04
38 H 5.306553 -3.844565 -2.450447  0.13
39 H 3.850963 -4.418719 -3.228331  0.12
40 H 4.108372 -1.860692 -1.556720  0.12
41 H 3.922540 -2.004093 -3.288709  0.12
42 H 1.809143 -3.134082 -1.427443  0.13
43 H 1.784545 -2.954619 -3.143566  0.10
44 H 0.011908 1.074109 1.839959  0.12
45 H -0.837081 3.016244 -2.163921  0.11
46 H 0.011570 3.250037 -0.674562  0.13
47 H 1.746804 4.167868 -1.763321  0.11
48 H -0.441833 4.828595 -3.552926  0.07
49 H -0.219569 5.502579 -1.954010  0.09
50 H 0.978337 5.819229 -3.212423  0.08
51 H 0.773357 1.429135 -5.332765  -0.07
52 H 0.662456 -0.566359 -5.206934  0.09
53 H 1.747625 -1.718601 -4.551819  0.13
54 H 0.086838 -3.106465 -4.965890  0.15
55 H -0.221613 -2.800956 -3.310036  0.11
56 C -3.975499 2.109415 6.947908  -0.11
57 C -2.523191 1.917930 7.376980  -0.27
58 C -1.514819 2.508977 6.393475  -0.23
59 C -1.540840 1.889834 4.996067  -0.23
60 C -1.311269 0.379159 4.949883  -0.27
61 C 0.059247 -0.042752 5.474902  -0.11
62 H -4.188074 1.608809 6.001833  0.06
63 H -4.655096 1.697783 7.694432  0.07
64 H -4.209141 3.169341 6.831387  0.08
65 H -2.324874 0.853457 7.529850  0.10
66 H -2.377622 2.395624 8.348412  0.11
67 H -0.510646 2.414771 6.815984  0.10
68 H -1.698724 3.583061 6.297827  0.11
69 H -0.777033 2.382545 4.383619  0.10
70 H -2.498215 2.113900 4.517169  0.10
71 H -1.408996 0.043891 3.910571  0.09
72 H -2.092580 -0.140409 5.508919  0.10
73 H 0.860708 0.434967 4.904995  0.07
74 H 0.189302 -1.122906 5.391399  0.07
75 H 0.187832 0.221675 6.524133  0.07

Cartesian forces, eV/Å:
C -0.570 -1.061 1.678
C 0.380 1.125 -1.389
C 0.122 -0.185 0.129
C -0.228 -0.170 -0.321
C 0.358 0.275 -0.025
C 0.123 -0.351 0.253
C -0.229 0.120 -0.479
C 0.125 -0.166 -0.154
F -0.087 -0.070 0.032
F 0.122 0.074 0.074
F -0.161 0.125 -0.156
C -0.338 -0.181 -0.100
C -0.064 0.091 0.356
O 0.589 0.375 -0.038
O -0.041 -0.433 -0.048
C 0.220 -0.413 0.095
C 0.059 0.301 -0.546
N -0.217 0.254 0.231
C -0.095 -0.286 0.254
C 0.287 0.442 -0.196
S -0.172 0.222 -0.059
N 0.116 0.436 0.060
C 0.149 -0.799 0.343
C 0.357 0.530 -0.117
C 0.058 -0.697 -0.568
F -0.002 0.169 0.235
F -0.036 0.014 0.108
C -0.442 -0.139 -0.275
F 0.087 0.222 0.013
F 0.297 0.067 0.167
S -1.106 -0.379 0.104
F 0.020 0.132 0.066
F 0.217 0.378 -0.156
F 0.434 -0.145 0.239
F 0.072 -0.031 0.225
F -0.085 0.094 0.095
H 0.003 -0.165 0.188
H 0.185 0.121 -0.166
H -0.021 0.036 -0.312
H 0.111 0.040 0.293
H 0.110 0.279 -0.102
H -0.031 -0.088 0.289
H -0.228 -0.095 -0.016
H -0.287 0.062 0.152
H -0.228 0.052 -0.065
H -0.079 -0.128 0.182
H 0.270 -0.225 -0.087
H -0.059 -0.073 -0.259
H -0.068 0.204 0.100
H 0.193 0.073 -0.114
H 0.123 -0.098 0.179
H -0.314 0.254 0.007
H 0.272 0.066 -0.121
H -0.140 -0.167 -0.351
H -0.158 -0.083 0.147
C 0.059 -0.078 0.061
C -0.097 0.072 -0.035
C 0.087 -0.044 0.050
C -0.085 -0.002 -0.100
C 0.185 0.070 0.006
C -0.105 -0.102 -0.069
H -0.012 0.013 -0.011
H -0.026 0.018 -0.010
H -0.007 0.003 -0.035
H 0.032 0.001 0.004
H 0.024 -0.027 0.014
H 0.004 0.004 -0.015
H -0.012 0.003 0.005
H 0.011 0.010 0.008
H -0.001 0.016 0.007
H -0.070 -0.036 0.002
H -0.030 0.005 -0.023
H 0.019 0.042 0.048
H 0.030 0.006 0.018
H 0.021 0.023 0.001

Output
HOMO energy: -0.4513 hartree
Lowest unoccupied orbital energy: -4.38 eV
Total energy: -3188.70693 hartree
Net charge: +1
Kohn-Sham gap: 7.9 eV

=====

[3]
Computed, not measured: an isolated molecule of C3H4N2OS at a distorted geometry, with ωB97M-V with the def2-TZVPD basis set.

Each line ends with the Löwdin charge.
Atoms and positions in Å:
1 C 0.726532 0.123594 -1.658232  -0.44
2 C 0.142025 0.250406 -0.475546  -0.14
3 C -0.252997 -2.339033 -1.571047  -0.99
4 N -0.867505 -1.686829 -0.659361  0.06
5 N 0.278162 0.799230 0.747126  0.13
6 O -0.323792 -3.467060 -1.843583  0.01
7 S 0.700327 -1.261347 -2.690778  0.99
8 H 1.065945 1.004980 -2.105538  0.06
9 H -1.323599 -2.090887 0.211754  0.12
10 H -0.656076 0.738685 1.142277  0.12
11 H 1.132247 0.579581 1.117849  0.08

Cartesian forces, eV/Å:
C -1.060 -0.478 0.494
C -0.038 -2.434 -0.847
C -0.090 2.027 0.312
N -0.514 4.239 4.393
N -3.647 -0.306 -3.763
O 0.255 -5.101 -1.640
S 0.209 0.683 0.110
H 1.005 1.362 -0.488
H 1.060 0.124 -2.081
H 0.870 0.490 1.307
H 1.950 -0.606 2.203

Output
HOMO energy: -0.3223 hartree
Relative energy (zero: lowest compared OMol25 entry of this formula, charge and spin): 347.91 kJ/mol
Lowest unoccupied orbital energy: 0.16 eV
Total energy: -699.53962 hartree
Kohn-Sham gap: 8.9 eV

=====

[4]
Computed, not measured: a cluster of 2 separate species, C3O in total at a distorted geometry, with ωB97M-V with the def2-TZVPD basis set.

Each line ends with the Löwdin charge.
Atoms and positions in Å:
1 C -0.558401 1.983734 0.221160  0.25
2 C -0.296512 0.729590 0.094799  -0.21
3 C 0.013715 -0.482936 -0.038615  0.20
4 O 0.841199 -2.230388 -0.277344  -0.24

Cartesian forces, eV/Å:
C -0.032 0.072 0.010
C -0.160 0.357 0.047
C 2.570 -5.305 -0.732
O -2.378 4.876 0.675

Output
HOMO energy (spin up / spin down): -0.4134 / -0.4078 hartree
Relative energy (zero: lowest compared OMol25 entry of this formula, charge and spin): 735.50 kJ/mol
Lowest unoccupied orbital energy (spin up / spin down): -3.19 / -3.16 eV
Total energy: -189.13098 hartree
Kohn-Sham gap (spin up / spin down): 8.1 / 7.9 eV